{"formula": "C28H78Cl6N12O8P4S", "method": "ωB97M-V/def2-TZVPD", "symbols": ["O", "P", "N", "C", "C", "N", "C", "C", "N", "C", "C", "H", "H", "H", "H", "H", "H", "H", "H", "H", "H", "H", "H", "H", "H", "H", "H", "H", "H", "O", "P", "N", "C", "C", "N", "C", "C", "N", "C", "C", "H", "H", "H", "H", "H", "H", "H", "H", "H", "H", "H", "H", "H", "H", "H", "H", "H", "H", "O", "P", "N", "C", "C", "N", "C", "C", "N", "C", "C", "H", "H", "H", "H", "H", "H", "H", "H", "H", "H", "H", "H", "H", "H", "H", "H", "H", "H", "O", "P", "N", "C", "C", "N", "C", "C", "N", "C", "C", "H", "H", "H", "H", "H", "H", "H", "H", "H", "H", "H", "H", "H", "H", "H", "H", "H", "H", "C", "C", "O", "S", "O", "O", "O", "H", "H", "H", "H", "C", "Cl", "Cl", "Cl", "H", "C", "Cl", "Cl", "Cl", "H"], "positions_angstrom": [[16.47209, 14.43750, 12.47507], [15.03244, 14.65896, 12.44780], [14.13570, 13.98880, 11.19811], [14.61003, 14.00058, 9.81505], [12.67566, 13.89169, 11.31251], [14.66323, 16.37256, 12.29126], [13.47312, 16.89092, 12.83898], [15.48202, 17.29555, 11.50266], [14.21428, 14.21481, 13.97579], [14.34557, 15.08225, 15.16605], [14.09205, 12.75814, 14.27556], [14.14597, 14.66204, 9.08346], [14.53795, 12.96787, 9.47386], [15.67085, 14.24337, 9.75332], [12.34191, 12.90545, 10.98994], [12.13837, 14.51547, 10.59815], [12.35802, 13.90034, 12.35517], [12.63782, 16.21961, 12.63970], [13.60700, 17.12289, 13.89556], [13.27760, 17.82230, 12.30756], [16.30217, 16.73145, 11.05852], [15.02051, 17.82112, 10.66667], [15.83778, 18.04829, 12.20616], [14.83335, 14.54412, 15.97882], [14.92177, 15.95619, 14.86223], [13.34491, 15.30636, 15.53558], [13.55261, 12.20455, 13.50702], [13.60593, 12.84548, 15.24723], [15.13172, 12.47843, 14.44566], [6.65916, 16.46763, 14.73334], [8.03284, 16.66114, 14.15476], [9.21319, 15.88284, 15.14364], [10.35627, 15.12189, 14.63704], [9.06604, 15.97725, 16.63294], [8.63953, 18.23122, 14.05298], [7.87173, 19.35693, 14.60801], [10.06733, 18.55877, 13.79515], [8.35789, 16.14612, 12.54224], [8.11558, 17.11926, 11.39147], [7.93513, 14.80478, 12.15363], [10.66484, 14.51003, 15.48470], [11.12351, 15.79519, 14.25480], [10.10739, 14.44252, 13.82180], [8.06045, 16.34764, 16.83218], [9.70664, 16.78374, 16.98974], [9.17742, 14.99687, 17.09615], [7.72586, 19.24798, 15.68270], [8.34924, 20.33190, 14.51040], [6.91804, 19.38919, 14.08120], [10.18840, 19.33147, 13.03596], [10.55466, 18.86210, 14.72176], [10.64970, 17.77520, 13.31042], [8.58504, 16.71133, 10.49631], [7.05116, 17.32566, 11.27957], [8.73277, 17.99803, 11.57837], [7.92623, 14.09616, 12.98181], [8.72037, 14.48929, 11.46662], [6.93510, 14.77425, 11.72107], [10.90176, 10.35294, 22.79618], [11.45738, 11.00916, 24.02226], [11.11785, 10.27112, 25.55249], [9.81526, 10.35998, 26.16318], [11.94168, 9.10153, 25.86453], [10.94883, 12.62150, 24.11991], [10.99335, 13.43140, 25.34735], [10.27741, 13.24696, 22.99590], [13.16706, 11.27234, 24.10740], [13.93241, 11.63251, 22.90700], [13.78257, 11.71608, 25.35418], [9.44552, 11.33922, 25.85907], [9.83613, 10.43523, 27.25038], [9.07402, 9.59280, 25.93934], [11.65901, 8.27762, 25.20927], [11.74029, 8.74502, 26.87470], [13.01122, 9.28051, 25.75434], [10.00205, 13.44607, 25.80036], [11.64007, 12.88484, 26.03374], [11.15937, 14.49995, 25.21052], [10.44713, 14.32356, 23.01106], [10.56183, 13.01888, 21.96867], [9.19287, 13.15805, 23.05884], [13.24640, 11.33053, 22.11562], [14.18845, 12.69050, 22.85034], [14.79763, 10.97925, 22.79408], [13.45262, 11.19601, 26.25349], [13.57315, 12.75922, 25.59104], [14.86522, 11.68124, 25.23273], [17.49818, 11.26922, 19.64510], [16.91461, 10.37355, 18.62576], [17.84194, 10.39084, 17.17644], [17.83189, 11.55461, 16.31506], [19.08273, 9.62769, 17.20302], [15.42881, 10.92784, 18.06484], [14.66767, 10.21345, 17.03077], [14.77595, 12.04323, 18.75549], [16.75430, 8.73359, 19.11410], [15.95615, 8.41318, 20.27690], [16.51649, 7.75524, 18.00625], [18.21122, 12.39095, 16.90222], [16.76906, 11.73972, 16.15939], [18.43020, 11.47206, 15.40769], [19.17448, 9.06133, 16.27624], [19.03505, 9.09047, 18.15024], [19.97748, 10.23133, 17.35519], [14.20332, 9.37407, 17.54837], [13.88934, 10.84112, 16.59679], [15.21258, 9.87283, 16.15034], [14.42884, 12.74813, 18.00001], [13.92193, 11.59220, 19.26078], [15.40480, 12.63942, 19.41670], [16.52468, 8.84173, 21.10226], [14.93231, 8.78604, 20.24786], [15.93111, 7.32774, 20.37335], [17.49533, 7.71814, 17.52813], [15.89594, 8.22640, 17.24400], [16.12326, 6.77730, 18.28392], [8.91112, 10.63868, 15.64570], [7.94273, 11.09848, 14.62757], [8.47501, 10.69709, 13.36383], [10.11670, 10.73009, 13.38767], [10.60622, 11.90274, 12.61966], [10.67970, 9.43089, 12.93918], [10.12676, 10.98135, 15.02849], [8.83316, 9.57569, 15.87394], [8.69371, 11.08508, 16.61604], [7.74054, 12.16764, 14.56353], [6.94899, 10.67250, 14.76584], [10.63987, 16.59308, 21.24470], [11.73692, 15.49297, 20.34108], [9.99024, 17.96618, 20.23037], [11.67983, 17.22063, 22.60419], [9.89666, 16.01000, 21.78856], [11.11659, 12.37853, 18.80795], [11.43950, 10.71061, 19.17038], [9.39857, 12.60563, 19.01849], [11.55867, 12.88025, 17.14205], [11.62141, 12.97227, 19.57001]], "atomic_forces_ev_per_a": [[0.8, -0.5, -0.8], [-2.4, 2.5, 1.6], [-0.4, 0.0, 0.5], [1.1, -0.9, 0.4], [0.2, -1.3, -0.2], [1.4, -2.1, -0.5], [-0.6, 0.7, -0.3], [0.5, -0.8, 0.9], [0.1, 0.6, -3.0], [0.0, -0.9, -1.0], [0.9, 2.4, 0.5], [-0.7, 0.2, 0.5], [-0.1, 0.0, -0.5], [0.1, 0.0, 0.4], [0.3, -0.4, -0.1], [0.1, 0.9, 0.5], [-0.1, 0.7, -0.2], [-0.2, 0.1, 0.4], [-0.6, 0.1, 0.2], [-0.4, 0.2, 0.1], [0.3, 0.2, 0.3], [-0.8, -0.2, 0.0], [0.5, 0.3, -0.3], [0.5, 0.0, 0.0], [-0.1, 0.0, 0.5], [-0.1, 0.5, 0.0], [0.1, 0.0, 0.2], [-0.4, -1.1, -0.1], [-0.1, -1.1, -0.1], [1.5, 0.8, -0.9], [1.3, -0.5, 0.3], [-1.3, -0.4, -0.6], [-0.6, 0.3, 0.2], [-0.7, 0.7, -1.8], [0.2, 1.0, -0.2], [-0.3, -0.5, -0.1], [-0.6, -0.6, -0.1], [-0.8, 1.0, 0.5], [1.2, -0.7, 1.6], [0.7, 0.0, 0.2], [0.5, 0.1, -0.3], [0.5, -0.2, 0.3], [-0.2, 0.0, 0.0], [-0.2, -0.3, 0.0], [0.5, -0.4, 0.5], [0.3, 0.2, 0.1], [-0.3, -0.1, 0.1], [0.4, -0.2, -0.5], [-0.2, 0.2, 0.4], [-0.5, 0.6, 0.2], [0.2, 0.0, 0.0], [-0.3, -0.6, 0.5], [-0.5, -0.5, -0.1], [0.1, 0.1, -0.2], [-0.6, 0.3, 0.2], [0.1, 0.2, 0.2], [-0.4, -0.5, -0.4], [0.0, 0.1, -0.3], [1.1, 0.7, 1.2], [0.6, 0.9, 0.5], [1.5, 0.6, -1.1], [-0.4, 1.1, -0.1], [-0.5, -0.5, -0.2], [-0.4, 0.2, -0.5], [-1.0, -1.2, -0.1], [-0.8, 0.8, 0.0], [-0.5, -1.3, 0.7], [-1.5, -1.1, 0.1], [0.0, 0.6, -0.1], [-0.6, -0.2, -0.1], [0.6, -0.2, 0.2], [0.2, -0.2, -0.5], [0.2, -0.2, -0.1], [0.0, 0.3, 0.2], [-0.2, 0.1, 0.0], [-0.4, -0.2, 0.3], [0.0, 0.8, 0.2], [1.0, -0.2, -0.4], [0.3, 0.2, 0.5], [0.4, -0.9, 0.3], [-0.3, -0.3, -0.1], [0.2, 0.4, -0.6], [0.0, 0.0, 0.0], [0.3, 0.3, 0.2], [0.1, -0.4, -0.3], [0.0, 0.4, -0.3], [0.0, -0.4, 0.2], [-0.6, -0.5, 0.5], [0.3, 0.6, -1.5], [-0.2, -1.7, 0.8], [-0.9, 0.5, 1.3], [-0.3, 0.6, 0.8], [1.5, 0.4, -0.1], [-0.5, 0.3, 0.8], [-0.5, -0.4, -0.8], [-0.2, -0.3, -1.7], [0.8, 0.6, 0.6], [1.1, 1.8, -0.8], [0.2, 0.5, -0.2], [0.2, 0.4, -0.7], [-0.3, -0.4, 0.0], [0.2, -0.4, 0.3], [0.3, -1.0, -0.4], [0.1, 0.5, -0.3], [-0.4, -0.3, -0.6], [-0.1, 0.2, 0.4], [0.6, 0.0, 0.4], [-0.3, 0.1, -0.1], [-0.1, 0.6, 0.4], [0.3, -0.7, 0.1], [-0.6, -0.1, 0.5], [-0.2, 0.1, 0.0], [0.0, 0.1, 0.2], [-0.1, -0.9, -0.2], [-0.3, -0.6, 0.1], [0.2, 0.3, 0.4], [-0.9, -0.4, 0.3], [-1.9, 0.3, -0.6], [1.3, -0.5, -0.6], [0.3, -0.3, -2.0], [-1.2, -2.4, 2.7], [-1.7, 3.1, 1.9], [2.3, 0.0, -1.1], [0.2, -0.3, -0.6], [0.9, 0.8, -0.1], [0.6, 0.3, 0.4], [0.1, -0.5, -0.3], [1.3, 0.7, 0.4], [-0.8, 0.5, -0.1], [0.5, -1.5, 1.0], [-0.7, 0.1, -0.5], [-0.3, 0.3, -0.8], [-0.1, 0.1, 0.0], [0.4, -0.7, -0.2], [-0.8, 0.5, 0.1], [0.2, -0.3, 0.9], [0.1, 0.1, -0.5]], "mulliken_charge": [-0.811, 0.307, 0.467, -1.116, -0.944, 0.234, -0.703, -1.063, 0.696, -1.116, -0.920, 0.313, 0.390, 0.358, 0.601, 0.332, -0.183, -0.055, 0.262, 0.449, 0.294, 0.333, 0.408, 0.143, 0.552, 0.137, 0.342, -0.078, 0.338, -0.884, 0.110, 0.494, 1.172, -0.982, 0.327, -1.098, -1.200, 0.508, -1.023, -0.817, -1.095, -0.185, 0.089, 0.353, 0.376, 0.123, 0.295, 0.390, 0.318, 0.497, 0.421, 0.267, 0.389, 0.307, 0.257, -0.055, 0.327, 0.343, -0.873, 0.218, 0.355, -0.900, -1.127, 0.410, -1.127, -0.530, 0.405, -1.054, -1.235, 0.221, 0.339, 0.323, 0.309, 0.345, 0.396, 0.410, 0.406, 0.238, 0.121, -0.104, 0.360, 0.186, 0.318, 0.481, 0.423, 0.277, 0.405, -0.900, 0.332, 0.315, -0.602, -1.300, 0.734, -1.105, -0.325, 0.126, -1.005, -0.879, 0.287, -0.117, 0.426, 0.320, 0.482, 0.335, 0.327, 0.079, 0.376, -0.225, 0.076, 0.340, 0.313, 0.256, 0.453, 0.268, 0.245, 0.431, -0.028, -0.185, -0.362, 0.859, -0.335, -0.599, -0.074, 0.213, 0.151, 0.022, 0.365, 0.057, -0.047, -0.118, -0.140, 0.272, 0.075, -0.116, -0.181, 0.173, -0.052], "e_lumo_ev": 0.035, "e_tot_ev": -187687.7664, "charge": 0, "homo_lumo_gap_ev": 8.0, "smiles": "CN(C)P(=O)(N(C)C)N(C)C.CN(C)P(=O)(N(C)C)N(C)C.CN(C)P(=O)(N(C)C)N(C)C.CN(C)P(=O)(N(C)C)N(C)C.O=S1(=O)OCCO1.ClC(Cl)Cl.ClC(Cl)Cl", "homo_ev": -7.92}